# 1
C14H17B3F12N2NaO2 | the ωB97M-V functional and the def2-TZVPD basis

XYZ file:
```
51
Properties=species:S:1:pos:R:3:forces:R:3:lowdin_charge:R:1
Na 2.882568 3.161822 1.817152 -0.0258 -0.3241 -0.0091 0.61
C 3.050209 -0.054999 -1.297914 -0.6536 0.1723 -0.1799 0.02
N 1.683342 -0.576782 -1.237034 1.5316 -0.0613 1.2197 -0.07
C 1.267500 -1.448691 -2.141493 -0.8362 -0.6039 0.8740 -0.09
C 0.237103 -2.265055 -1.885842 -1.3013 -0.6271 0.3647 -0.06
C -0.401620 -2.216129 -0.594501 -0.1010 -0.4101 -0.3181 -0.19
C -0.042534 -1.331254 0.344022 0.4395 1.1175 -0.8397 0.10
C 0.930933 -0.255955 -0.013705 -0.8559 0.3359 -2.0423 -0.17
C -1.681150 -2.844730 -0.354182 -0.2257 0.0486 0.3909 -0.10
C -2.252540 -3.140239 0.900769 -1.6779 -0.5463 -1.1588 0.07
C -3.616522 -3.478674 0.919538 0.7922 0.1893 2.2198 0.00
N -4.356762 -3.663600 -0.174611 -0.4592 0.2777 0.2582 -0.12
C -3.782401 -3.442206 -1.362806 -1.5973 -0.2776 -0.5110 -0.04
C -2.530411 -3.017355 -1.449152 1.3532 0.4688 -1.3877 0.02
C -5.771979 -4.033173 -0.078335 -0.0283 -0.8402 1.1817 0.01
H 3.704301 -0.891702 -1.328232 0.8689 -0.6548 0.1349 0.09
H 3.173398 0.489682 -0.383400 0.5797 0.4554 0.1575 0.09
H 3.251809 0.577590 -2.157525 -0.2728 0.2400 0.0754 0.10
H 1.730971 -1.624032 -3.077173 1.0537 0.6280 -0.6234 0.13
H -0.131093 -2.925577 -2.640042 0.0543 -0.3756 -0.3037 0.08
H -0.721601 -1.143051 1.130007 0.0140 0.1399 1.2002 0.11
H 1.535723 0.046586 0.831829 0.2739 -0.1009 -0.1249 0.12
H -1.691257 -3.142555 1.804231 0.2335 0.2904 0.5595 0.13
H -4.183974 -3.570497 1.882261 0.8424 -0.0978 -0.9991 0.15
H -4.422055 -3.553810 -2.223322 -0.0428 -0.0543 -0.1090 0.15
H -2.183507 -2.730948 -2.434891 0.1090 -0.1455 0.1264 0.13
H -6.475476 -3.299283 -0.448824 0.2596 0.4470 -0.0554 0.10
H -5.978877 -4.258001 0.987679 -0.0001 0.3377 -0.6758 0.10
H -5.939368 -4.962441 -0.605132 0.0663 -0.1920 -0.2841 0.10
B 4.475142 3.315709 -1.023596 -0.0526 1.6952 1.7815 -1.39
F 4.492565 3.073722 0.433852 0.3097 0.3570 0.0928 0.00
F 5.314569 2.477479 -1.580093 2.8375 -2.4370 -1.4526 0.21
F 3.236428 2.998187 -1.407622 -2.8212 -0.0991 -0.8201 0.18
F 4.843015 4.626792 -1.310512 -0.1502 0.3483 0.2834 0.12
B 0.908413 5.105899 1.412600 -0.8174 1.6045 1.1412 -1.18
F 1.042005 4.105570 2.499842 0.0171 0.9822 -1.0515 0.02
F 1.459971 6.365426 1.807639 -0.5580 -0.8643 0.4668 0.07
F 1.616627 4.735529 0.312694 0.7609 -1.2628 -0.7040 0.17
F -0.456851 5.241102 1.072613 0.4404 0.0020 0.5767 0.09
B 2.481514 0.230784 3.347343 -0.6516 -1.6514 -0.3299 -1.15
F 2.511383 -1.009898 2.524192 -0.0402 1.1397 0.6575 0.00
F 1.344797 0.973810 2.914966 0.4278 -0.1319 0.1121 0.09
F 2.376076 -0.152847 4.696522 0.0686 0.4006 -0.6771 0.10
F 3.629291 0.962559 3.076679 0.1332 0.3848 -0.0127 0.13
C -1.006361 3.012001 -0.607282 -0.1146 -0.2067 -1.3563 0.02
C -0.944847 1.555479 -0.155935 1.0965 -0.4256 -0.2585 -0.41
O 0.296525 0.970446 -0.564638 -2.2650 1.4226 1.4837 0.02
O -1.840983 0.919403 0.349892 0.6154 0.2776 -0.1577 0.08
H -1.938318 3.573862 -0.346939 1.0259 -0.7825 0.3718 0.10
H -1.051560 2.922770 -1.715866 0.0264 -0.0552 0.3471 0.10
H -0.074126 3.591284 -0.465748 -0.6824 -0.5349 0.3648 0.08
```
Forces are in eV/Å.

## Properties
LUMO energy in Eh: -0.0028
Total charge: -1
Highest occupied orbital energy in eV: -5.82
2S+1: 1
DFT total energy in hartree: -2239.704045

---

# 2
C14H17CeF3N2O3S | the ωB97M-V functional and the def2-TZVPD basis

XYZ file:
```
41
Properties=species:S:1:pos:R:3:forces:R:3:lowdin_charge:R:1
C -0.414969 1.772354 1.857857 -0.8394 2.4631 1.2835 0.01
C -0.381443 -1.618041 2.092146 -0.9272 -1.9249 1.4934 0.02
H 0.497643 2.306162 2.170532 0.2003 -0.7299 -0.4319 0.08
H -0.957944 1.429639 2.746872 0.0756 -0.6917 -0.3317 0.09
H -1.043859 2.452520 1.258357 0.0468 -0.6228 -0.2884 0.07
H -0.065515 -2.561015 1.607016 0.2720 0.5472 -0.4583 0.07
H 0.129408 -1.537563 3.060291 0.2164 0.6888 -0.4012 0.08
H -1.475533 -1.658872 2.231172 0.2699 0.6072 -0.3577 0.08
C 0.649923 2.694302 -1.638433 0.1577 -0.4440 -0.6287 -0.06
C 0.864177 3.502458 -2.765057 -0.1421 -0.4044 0.5869 0.01
C 1.051340 2.878499 -3.999102 -0.0376 -0.1708 0.1989 0.01
C 0.998875 1.484586 -4.088145 -0.2674 -0.5712 0.8589 0.05
H 0.518974 3.115259 -0.633002 0.1177 -0.0159 -0.5083 0.12
H 0.882776 4.588078 -2.650964 0.0279 -0.3923 -0.0951 0.13
H 1.229949 3.479476 -4.889879 -0.0006 -0.1862 0.1995 0.14
H 1.160137 0.961911 -5.027452 -0.0726 0.3571 0.1203 0.12
N 0.593091 1.340383 -1.722539 -0.0600 -0.0202 -0.2881 -0.01
C 0.727128 0.715978 -2.933072 0.2949 1.0793 0.0186 -0.15
C 0.574619 -0.770354 -2.953322 0.0580 -1.1609 0.0933 -0.15
N 0.355359 -1.385270 -1.750846 0.0919 0.1509 -0.2373 -0.01
C 0.178127 -2.726885 -1.685088 0.2000 0.3032 -0.6949 -0.06
C 0.453212 -2.932056 -4.063556 -0.0326 0.0037 0.2719 0.01
C 0.208406 -3.542497 -2.830414 -0.0136 0.6186 0.6384 0.01
H 0.016627 -3.139132 -0.679635 0.0536 0.0253 -0.5452 0.12
H 0.046000 -4.615956 -2.729123 0.0784 0.3433 -0.0982 0.13
C 0.645589 -1.551196 -4.130376 -0.0723 0.7273 0.7646 0.05
H 0.847743 -1.045070 -5.073914 -0.1233 -0.3774 0.2025 0.12
H 0.490365 -3.540690 -4.967365 0.0246 0.2237 0.2106 0.14
Ce 0.300475 -0.022861 0.394723 2.1426 -0.3447 -1.1033 1.20
C -2.015195 0.001798 -0.318484 -1.7499 0.2012 0.0862 -0.10
H -2.377666 -1.025579 -0.480077 0.3917 0.1397 0.1880 0.05
H -2.147527 0.583219 -1.243425 0.4693 -0.0438 0.2586 0.05
H -2.577096 0.477292 0.504598 0.1535 -0.2157 -0.2849 0.04
F 2.873129 -2.293658 2.523465 0.4693 0.6727 -0.3076 0.11
C 3.899265 -1.455500 2.213706 1.1445 -1.4080 0.4733 -0.57
F 4.599039 -1.204425 3.337845 -1.0369 0.0635 -1.4358 0.17
F 4.707139 -2.091688 1.326265 -0.9982 0.9120 0.9148 0.15
S 3.218102 0.081672 1.415092 2.5130 0.0455 0.2650 0.60
O 2.005638 0.407207 2.202541 -0.8982 0.0069 -0.6764 -0.37
O 4.296303 1.024094 1.418375 -1.3883 -0.7478 -0.1617 -0.18
O 2.729091 -0.411382 0.093619 -0.8092 0.2924 0.2078 -0.37
```
Forces are in eV/Å.

## Properties
LUMO energy (alpha / beta) in Eh: -0.4444 / -0.4444
Total charge: +2
Highest occupied orbital energy (alpha / beta) in eV: -15.97 / -15.97
2S+1: 1
DFT total energy in hartree: -2051.000941

---

# 3
C14H17ClN2O5 | the ωB97M-V functional and the def2-TZVPD basis

XYZ file:
```
39
Properties=species:S:1:pos:R:3:forces:R:3:lowdin_charge:R:1
C -2.050558 -1.323521 -3.256301 -0.4735 0.7713 -0.3660 -0.02
N -0.914602 -2.113468 -2.851616 2.0637 0.5004 1.3829 -0.25
C -1.013214 -3.553578 -2.851532 -0.1244 -0.6787 0.1961 -0.06
C 0.151525 -1.457352 -2.277466 -0.1242 -1.7410 -4.0270 -0.53
Cl 1.657918 -2.336287 -2.142142 -0.7150 0.0442 0.2573 0.75
H -2.892996 -1.990027 -3.467168 0.2391 0.2260 0.0715 0.09
H -2.322997 -0.604787 -2.470902 0.0468 -0.1695 -0.1416 0.10
H -1.808844 -0.744258 -4.158861 -0.1371 -0.1316 0.2095 0.11
H -2.073339 -3.818186 -2.923188 0.3255 -0.0820 0.1214 0.09
H -0.482712 -3.989051 -3.711402 -0.1039 0.1610 0.2209 0.10
H -0.585835 -3.972743 -1.931798 -0.1911 0.0451 -0.2346 0.09
H 0.336112 -0.518166 -2.797804 -0.3400 0.4763 1.1878 0.11
C -1.860173 -2.996147 3.134194 -0.1598 -0.2567 -0.0342 -0.08
C -1.214700 -1.683087 2.787278 -0.1328 -0.3709 0.3344 -0.25
O -0.846321 -1.710379 1.392421 0.1167 0.5860 0.1315 -0.02
C -0.341626 -0.486994 1.035328 0.2387 -0.0891 1.2113 -0.48
C 0.013618 -0.373883 -0.359511 0.0292 0.7938 1.1973 -0.02
C 0.039613 0.945219 -0.871352 -0.2541 0.7848 -1.4095 -0.38
O -0.540590 1.318878 -1.919241 0.7877 -0.5179 0.6550 0.00
C 0.883896 1.950705 -0.125537 0.3209 0.7089 0.1952 -0.12
C 2.001468 1.580205 0.649293 -0.2555 0.1479 -0.2967 -0.01
C 2.725498 2.532355 1.352428 -0.2144 0.6376 -0.0170 0.03
C 2.323733 3.881574 1.285564 -1.1196 -1.4830 -0.9866 -0.16
N 2.937188 4.844529 2.134598 1.4358 2.2583 1.7851 -0.32
O 2.516695 6.023553 2.095096 0.7485 -2.1341 0.0371 0.05
O 3.862077 4.479548 2.894370 -1.6583 0.5419 -1.4243 0.05
C 1.253997 4.275251 0.460313 0.5831 -0.0314 0.4122 0.02
C 0.565236 3.314582 -0.260370 -0.0052 -0.5054 0.0636 0.01
O -0.257910 0.396593 1.897565 0.0316 -0.8388 -1.6441 0.06
H -2.073476 -3.008528 4.204904 -0.0028 -0.0456 -0.0338 0.08
H -2.808693 -3.119677 2.603219 0.1248 -0.0542 0.0156 0.08
H -1.208319 -3.843435 2.904214 -0.0678 0.0821 0.0118 0.08
H -1.916284 -0.858455 2.970350 0.3231 -0.1614 -0.0780 0.13
H -0.314986 -1.521002 3.396995 -0.2704 0.0655 -0.2112 0.13
H -0.328294 -1.245189 -1.008915 -0.9234 0.4958 1.1121 0.07
H 2.296582 0.531927 0.709189 -0.1797 0.3003 -0.0051 0.12
H 3.569035 2.258525 1.981080 -0.2200 0.0677 -0.1546 0.12
H 0.973281 5.323087 0.415659 0.0880 -0.2156 0.0206 0.12
H -0.250991 3.611655 -0.918948 0.1697 -0.1876 0.2339 0.12
```
Forces are in eV/Å.

## Properties
LUMO energy in Eh: -0.0404
Total charge: 0
Highest occupied orbital energy in eV: -8.46
2S+1: 1
Energy above the lowest of the compared OMol25 structures with the same formula, charge and spin in eV: 0.000
DFT total energy in hartree: -1489.347885